Record 1
{"formula": "C27H44N2O3PRhS7", "method": "ωB97M-V with the def2-TZVPD basis set", "orbital_gap_ev": 6.46, "e_tot_ev": -125984.27888, "charge": 0, "lumo_energy_ev": 0.130, "symbols": ["Rh", "O", "C", "S", "C", "C", "S", "S", "S", "O", "P", "C", "C", "C", "C", "C", "C", "C", "C", "C", "C", "C", "C", "C", "C", "C", "C", "C", "C", "H", "H", "H", "H", "H", "H", "H", "H", "H", "H", "H", "H", "H", "H", "H", "H", "H", "H", "H", "H", "H", "H", "H", "H", "H", "H", "H", "H", "H", "H", "H", "H", "H", "C", "O", "C", "S", "S", "H", "H", "H", "C", "N", "C", "C", "N", "C", "S", "H", "H", "H", "H", "H", "H", "H", "H"], "positions_angstrom": [[1.840, 1.898, -0.979], [2.365, -1.225, -7.039], [2.289, -0.660, -5.987], [0.900, 0.343, -5.505], [1.530, 0.788, -3.934], [2.708, 0.273, -3.569], [3.485, 0.630, -2.031], [3.541, -0.740, -4.729], [0.616, 1.917, -2.940], [0.684, 0.267, -0.152], [-0.459, -0.703, -0.422], [-1.951, -0.004, -1.211], [-3.197, -0.944, -1.207], [-4.371, -0.321, -0.456], [-4.787, 1.006, -1.096], [-3.563, 1.878, -1.448], [-2.320, 1.397, -0.710], [-0.982, -1.409, 1.181], [-1.158, -0.298, 2.230], [-1.726, -0.859, 3.550], [-1.506, -2.366, 3.691], [-0.119, -2.752, 3.195], [0.061, -2.418, 1.699], [0.066, -2.044, -1.535], [-0.878, -3.285, -1.532], [-0.113, -4.607, -1.459], [0.998, -4.676, -2.502], [1.934, -3.450, -2.435], [1.538, -2.448, -1.350], [-1.620, 0.131, -2.245], [-2.973, -1.920, -0.786], [-3.501, -1.127, -2.240], [-4.089, -0.163, 0.590], [-5.216, -1.012, -0.447], [-5.452, 1.540, -0.416], [-5.362, 0.797, -2.000], [-3.758, 2.925, -1.215], [-3.358, 1.828, -2.520], [-2.519, 1.407, 0.362], [-1.487, 2.066, -0.882], [-1.943, -1.901, 1.024], [-1.816, 0.486, 1.863], [-0.180, 0.163, 2.375], [-2.795, -0.643, 3.616], [-1.255, -0.346, 4.395], [-2.258, -2.909, 3.112], [-1.640, -2.668, 4.731], [0.056, -3.817, 3.356], [0.630, -2.225, 3.790], [0.004, -3.334, 1.111], [1.053, -1.994, 1.534], [0.005, -1.552, -2.515], [-1.477, -3.280, -2.446], [-1.586, -3.248, -0.705], [-0.815, -5.430, -1.610], [0.312, -4.744, -0.462], [0.544, -4.744, -3.494], [1.568, -5.596, -2.359], [1.934, -2.931, -3.396], [2.962, -3.770, -2.259], [2.169, -1.562, -1.412], [1.700, -2.889, -0.364], [2.664, 6.695, -1.429], [1.610, 5.961, -0.799], [1.651, 4.641, -0.887], [2.889, 3.770, -1.618], [0.398, 3.728, -0.245], [2.347, 7.733, -1.408], [2.801, 6.360, -2.457], [3.592, 6.565, -0.873], [2.061, 4.086, 2.957], [1.919, 2.662, 3.171], [1.072, 2.121, 4.231], [1.428, 0.629, 4.194], [1.926, 0.503, 2.828], [2.315, 1.697, 2.345], [3.300, 1.869, 0.955], [2.261, 4.561, 3.918], [1.159, 4.510, 2.515], [2.896, 4.251, 2.280], [0.018, 2.293, 3.989], [1.296, 2.596, 5.185], [0.563, -0.008, 4.369], [2.210, 0.379, 4.918], [2.361, -0.327, 2.459]]}


Record 2
{"formula": "C27H45BCrF3NO24S2", "method": "ωB97M-V with the def2-TZVPD basis set", "multiplicity": 5, "orbital_gap_ev": [8.44, 9.57], "e_tot_ev": -138284.29922, "s_squared": 6.00, "charge": 0, "lumo_energy_ev": [-0.323, -0.127], "symbols": ["Cr", "O", "C", "O", "B", "O", "C", "O", "O", "C", "O", "C", "O", "O", "N", "S", "O", "O", "F", "S", "O", "O", "F", "C", "C", "O", "C", "O", "O", "F", "H", "H", "H", "C", "C", "O", "C", "C", "H", "H", "H", "H", "H", "H", "H", "H", "H", "H", "O", "C", "O", "C", "C", "C", "H", "H", "H", "H", "H", "H", "H", "H", "O", "C", "O", "C", "C", "C", "H", "H", "H", "H", "H", "H", "H", "H", "O", "C", "O", "C", "C", "C", "H", "H", "H", "H", "H", "H", "H", "H", "O", "C", "O", "C", "C", "C", "H", "H", "H", "H", "H", "H", "H", "H"], "positions_angstrom": [[-0.769, 0.762, -0.572], [-1.038, -3.691, 1.418], [-0.656, -2.841, 2.207], [-0.574, -2.931, 3.492], [0.023, -1.698, 4.051], [0.182, -0.710, 2.979], [-0.310, -1.316, 1.880], [-0.289, -0.841, 0.736], [1.288, -2.078, 4.778], [1.240, -1.528, 6.005], [2.139, -1.552, 6.905], [-0.147, -0.890, 6.188], [-0.832, -1.049, 5.061], [-0.544, -0.392, 7.246], [-2.740, 0.617, -0.933], [-3.985, 1.590, -0.945], [-4.863, 1.565, 0.240], [-4.546, 1.985, -2.230], [-3.162, 2.964, -0.664], [-3.700, -0.706, -1.498], [-3.617, -0.839, -2.959], [-4.984, -0.987, -0.862], [-2.695, -1.855, -0.874], [-5.698, -1.776, 3.730], [-5.239, -2.905, 2.937], [-4.085, -2.372, 2.419], [-4.097, -1.070, 2.478], [-3.264, -0.311, 1.990], [-5.215, -0.715, 3.028], [-6.062, -3.185, 1.870], [-5.387, -1.825, 4.774], [-6.784, -1.685, 3.748], [-5.084, -3.860, 3.440], [4.166, -3.158, -2.504], [4.199, -3.479, -1.044], [3.441, -2.525, -0.388], [3.440, -2.628, 1.048], [2.700, -3.886, 1.618], [4.848, -3.754, -3.110], [3.138, -3.342, -2.814], [4.390, -2.136, -2.812], [3.722, -4.441, -0.860], [5.231, -3.397, -0.701], [4.431, -2.527, 1.491], [2.950, -1.706, 1.360], [3.274, -4.811, 1.560], [1.670, -4.103, 1.336], [2.613, -3.658, 2.680], [1.373, 1.260, -0.577], [2.561, 1.244, -0.294], [3.686, 1.103, -1.035], [3.587, 0.822, -2.413], [3.040, 2.049, -3.183], [2.912, 1.319, 1.164], [2.990, -0.083, -2.525], [4.594, 0.630, -2.783], [1.989, 2.255, -2.983], [3.262, 2.030, -4.250], [3.601, 2.913, -2.825], [2.078, 0.944, 1.757], [3.138, 2.358, 1.402], [3.851, 0.812, 1.389], [-0.581, 2.169, -2.217], [-1.075, 2.567, -3.265], [-1.365, 3.855, -3.541], [-0.941, 4.852, -2.602], [-2.071, 5.882, -2.639], [-1.422, 1.648, -4.409], [0.031, 5.166, -2.983], [-0.790, 4.588, -1.555], [-1.847, 6.820, -2.131], [-2.980, 5.617, -2.099], [-2.333, 6.166, -3.658], [-0.847, 0.722, -4.413], [-1.156, 2.088, -5.371], [-2.485, 1.421, -4.329], [-0.110, -0.657, -2.095], [0.340, -1.411, -2.951], [0.409, -2.761, -2.880], [0.009, -3.485, -1.701], [0.357, -4.944, -1.946], [0.755, -0.907, -4.356], [-1.057, -3.385, -1.498], [0.565, -3.058, -0.866], [0.123, -5.523, -1.053], [1.445, -4.899, -1.999], [-0.007, -5.353, -2.889], [-0.097, -0.880, -5.035], [1.546, -1.514, -4.797], [1.199, 0.069, -4.162], [-0.872, 2.111, 1.089], [-0.581, 2.540, 2.160], [0.283, 3.552, 2.421], [0.819, 4.318, 1.389], [1.726, 5.356, 2.066], [-1.330, 2.086, 3.378], [0.071, 4.767, 0.735], [1.450, 3.654, 0.798], [1.112, 6.234, 2.267], [2.481, 5.775, 1.401], [2.181, 4.962, 2.975], [-0.569, 1.877, 4.130], [-1.716, 1.081, 3.209], [-2.052, 2.853, 3.657]]}